1.
Density functional theory data (the ωB97M-V functional and the def2-TZVPD basis) for a cluster of 14 separate species, C14H56N28O14 in total.

The calculation puts the electronic energy at -85829.042 eV. The calculation puts the frontier orbital gap at 7.53 eV. The largest force on an atom is 2.8 eV/A. The HOMO energy is -7.978 eV. As for the net charge: 0.

XYZ file:
```
112
Properties=species:S:1:pos:R:3:forces:R:3:mulliken_charge:R:1
C 2.524919 -4.531034 1.451855 -0.73 -0.40 -0.45 0.500
O 1.844792 -5.384074 1.999226 0.15 0.13 0.27 -0.706
N 2.051545 -3.287338 1.138915 0.08 -0.25 0.23 0.171
N 3.781506 -4.786308 0.979807 -0.14 0.41 0.14 -0.336
H 2.681393 -2.580448 0.773959 -0.65 -0.08 -0.02 0.152
H 1.083928 -3.152113 1.377462 0.06 0.39 0.06 -0.093
H 4.266200 -3.997983 0.586960 0.51 -0.36 -0.07 0.215
H 4.211374 -5.618330 1.335640 0.32 0.10 -0.12 0.221
C 4.015800 0.183722 2.311324 0.10 -1.21 0.01 0.486
O 2.999462 0.557393 1.713889 0.40 0.71 0.04 -0.306
N 4.417821 0.679150 3.519760 -0.41 0.41 -0.30 -0.343
N 4.797026 -0.807698 1.822008 0.04 0.32 0.19 -0.257
H 5.010210 0.152695 4.131974 0.16 0.15 0.01 0.183
H 3.957733 1.506994 3.854073 -0.11 -0.22 0.37 0.207
H 5.530813 -1.181387 2.395043 0.19 0.01 -0.24 0.114
H 4.651922 -1.134062 0.868631 -0.22 -0.30 0.19 0.179
C -3.429462 1.576934 3.098235 -0.85 -0.02 1.81 0.542
O -4.324201 1.863865 2.328849 0.27 -0.18 -0.82 -0.616
N -2.133814 1.315541 2.836544 -0.46 0.13 -0.56 0.299
N -3.641518 1.497268 4.491165 0.64 -0.25 -1.30 -0.526
H -1.799613 1.502238 1.911373 0.54 -0.09 0.08 -0.002
H -1.564517 0.979446 3.593737 0.48 -0.04 -0.41 -0.019
H -2.838244 1.918047 4.926685 -0.60 0.03 0.97 0.132
H -4.587144 1.637174 4.792978 0.06 0.41 0.24 0.264
C 3.812279 -1.582322 -1.690358 -0.58 -0.53 -0.40 0.334
O 3.920074 -1.987492 -0.527074 0.57 0.53 0.09 -0.637
N 2.661819 -1.745891 -2.377628 0.30 -0.26 0.24 -0.223
N 4.825699 -1.007851 -2.371775 0.57 0.31 -0.06 -0.402
H 2.541623 -1.333146 -3.289241 -0.24 0.26 0.23 0.458
H 1.875681 -1.971358 -1.792951 -0.13 -0.19 -0.24 -0.040
H 4.788854 -0.873115 -3.364959 -0.17 0.11 0.01 0.152
H 5.684576 -0.794466 -1.899055 0.01 -0.22 0.05 0.233
C -0.103523 -2.221760 4.218578 0.59 0.66 -0.28 0.665
O -0.882774 -2.183005 3.264091 -0.23 -0.42 0.36 -0.827
N -0.441255 -2.540785 5.488306 -0.18 -0.12 -0.25 -0.439
N 1.193598 -1.851093 4.021016 -0.51 0.00 -0.33 -0.094
H -1.197414 -3.189560 5.616019 -0.05 0.11 0.29 0.273
H 0.230538 -2.335539 6.201927 -0.15 -0.43 0.29 0.144
H 1.255358 -1.302342 3.182329 0.73 0.09 0.05 -0.363
H 1.869716 -1.732033 4.750525 -0.06 0.10 0.06 0.235
C -2.934702 3.402076 -0.879283 0.05 0.94 0.25 0.443
O -2.499217 4.208055 -1.689532 0.21 -0.34 -0.13 -0.721
N -2.238995 2.302978 -0.455800 0.91 -0.57 0.00 0.196
N -4.090103 3.617172 -0.207167 -0.23 -0.39 0.16 -0.264
H -2.599596 1.594890 0.157649 -0.58 0.12 -0.17 -0.348
H -1.457199 1.999573 -1.010536 -0.06 0.18 -0.16 0.068
H -4.665290 4.377275 -0.513107 -0.06 -0.03 -0.01 0.214
H -4.441494 2.903993 0.412064 -0.24 0.14 0.16 0.202
C 0.816507 2.627291 3.692025 -0.17 -0.34 1.30 0.785
O 0.716619 1.489262 4.143271 0.03 -0.17 -0.12 -0.640
N 1.841924 2.989387 2.884439 0.75 -0.20 -0.48 -0.282
N -0.040130 3.624278 4.042676 0.43 1.06 -1.12 -0.356
H 2.506095 2.263273 2.649725 -0.53 -0.15 -0.39 -0.081
H 2.093163 3.909815 2.573109 -0.42 0.18 0.24 0.126
H -0.035133 4.408350 3.411788 -0.30 0.24 0.36 0.158
H -0.693610 3.628915 4.797966 -0.05 -0.55 0.00 0.212
C -1.899498 -3.563686 -2.556621 -0.26 -0.01 -0.05 0.542
O -2.521044 -4.097150 -1.669311 -0.06 0.06 0.30 -0.593
N -0.642645 -3.051366 -2.407473 0.15 -0.79 0.19 -0.187
N -2.418773 -3.376164 -3.809856 -0.47 0.32 -1.69 -0.370
H -0.394659 -2.937593 -1.440466 0.24 0.21 -0.06 0.035
H -0.218061 -2.509796 -3.132948 -0.03 0.28 0.14 0.125
H -3.351853 -3.662985 -4.045941 -0.08 -0.34 0.70 0.221
H -1.853049 -3.336131 -4.641209 0.40 0.11 0.32 0.171
C -5.218547 -1.221104 -1.424134 -0.94 0.97 -0.02 0.543
O -5.960985 -1.670747 -0.563447 0.26 -0.51 -0.13 -0.713
N -4.335354 -0.226563 -1.137934 0.26 0.00 0.49 -0.044
N -5.398832 -1.505997 -2.742805 0.09 -0.29 -0.03 -0.356
H -4.243773 -0.108081 -0.139921 0.19 0.16 -0.04 0.094
H -3.555979 0.034663 -1.716300 0.04 -0.08 -0.07 0.077
H -4.766011 -1.173157 -3.444043 -0.05 -0.13 -0.15 0.125
H -6.083990 -2.219270 -2.911219 0.14 -0.04 -0.31 0.235
C -4.597016 -2.222024 2.751111 -1.06 1.12 0.32 0.453
O -5.807084 -2.370814 2.836410 0.18 -0.51 0.12 -0.719
N -3.957799 -2.006999 1.568275 0.04 -0.36 0.13 0.069
N -3.785720 -2.080146 3.844761 0.90 -0.18 -0.35 -0.176
H -4.495697 -2.164819 0.725617 0.09 0.15 0.10 0.073
H -3.025279 -1.640337 1.582614 0.12 -0.23 -0.40 -0.084
H -2.788446 -2.099732 3.668769 -0.11 0.02 0.45 0.165
H -4.146334 -2.044913 4.775838 -0.27 -0.09 -0.07 0.183
C 4.893837 3.939875 -0.547934 0.31 -1.05 1.60 0.573
O 5.972643 4.126632 -0.016198 0.06 0.39 -0.17 -0.658
N 4.114511 2.854537 -0.194971 -0.15 0.86 -0.87 -0.125
N 4.319447 4.781437 -1.433359 -0.07 0.52 -0.76 -0.380
H 3.359029 2.660187 -0.828210 -0.17 -0.61 0.43 0.043
H 4.483200 2.179475 0.446115 -0.02 -0.25 -0.21 0.082
H 4.646653 5.730068 -1.426384 0.09 -0.03 -0.20 0.225
H 3.440631 4.575929 -1.869597 -0.14 0.16 0.16 0.177
C -2.346206 1.136638 -4.496114 0.85 0.48 -1.87 0.598
O -2.635659 1.917539 -3.625606 -0.41 -0.49 0.70 -0.526
N -2.929729 1.190134 -5.743163 -0.83 0.40 0.30 -0.486
N -1.304230 0.254620 -4.411530 0.36 -0.18 1.27 -0.152
H -2.572034 0.806071 -6.596408 0.14 -0.20 0.13 0.160
H -3.574229 1.961394 -5.807125 -0.01 -0.07 -0.27 0.267
H -0.877211 -0.290496 -5.133567 -0.50 -0.27 -0.14 0.315
H -0.908027 0.211977 -3.484938 0.15 -0.22 -0.11 -0.163
C 2.171614 1.359822 -4.900881 0.46 -0.47 -0.42 0.648
O 2.165345 0.388525 -4.152666 -0.09 0.03 0.22 -0.693
N 3.267458 2.147039 -5.110486 -0.76 0.40 -0.36 -0.387
N 1.117510 1.689344 -5.688777 -0.09 0.18 -0.25 -0.304
H 3.106100 2.895560 -5.759444 0.65 0.21 0.11 0.153
H 4.147607 2.060114 -4.643542 -0.09 -0.18 0.21 0.204
H 1.142506 2.486267 -6.297390 -0.05 0.02 0.03 0.156
H 0.264304 1.159397 -5.651322 0.13 0.19 0.39 0.093
C -0.108674 -0.367611 -0.035501 -1.07 2.28 1.30 -0.875
O -1.079855 -0.786305 -0.657078 0.49 -0.72 -0.12 -0.107
N -0.033916 -0.293684 1.323680 0.80 -0.29 0.21 2.934
N 0.814588 0.444360 -0.665478 -0.52 -0.89 -1.06 0.520
H 0.845705 0.052814 1.684564 -0.06 0.12 0.07 -1.041
H -0.588628 -0.830322 1.994747 -0.01 -0.21 -0.70 -0.555
H 0.722772 0.300688 -1.658768 0.65 0.53 -0.08 -0.105
H 1.607748 0.908367 -0.261563 0.11 -0.38 0.26 -0.101
```
Forces are in eV/Å.



2.
Density functional theory data (the ωB97M-V functional and the def2-TZVPD basis) for a cluster of 14 separate species, C14H56O14 in total.

The calculation puts the electronic energy at -44085.472 eV. The calculation puts the frontier orbital gap at 10.04 eV. The largest force on an atom is 1.8 eV/A. The HOMO energy is -9.774 eV. As for the net charge: 0.

XYZ file:
```
84
Properties=species:S:1:pos:R:3:forces:R:3:mulliken_charge:R:1
C 3.210445 2.218484 1.410350 0.79 -0.02 -1.37 -0.543
O 1.981270 2.799624 1.789324 -0.34 0.24 0.59 -0.370
H 3.725485 1.656214 2.187519 -0.38 -0.22 0.26 0.268
H 2.959172 1.555242 0.555733 0.48 0.30 0.54 0.157
H 3.958309 2.971602 1.071648 -0.61 -0.25 0.01 0.301
H 2.085552 3.286615 2.615524 -0.03 0.00 -0.18 0.219
C 4.202168 -2.621209 1.489129 0.02 0.36 0.90 -0.407
O 4.983393 -2.330086 2.684026 -0.68 -0.40 -0.82 -0.561
H 3.726993 -3.607463 1.590080 0.19 0.43 0.25 0.179
H 3.435165 -1.837480 1.346692 0.16 -0.43 -0.05 0.152
H 4.854435 -2.655966 0.629000 0.14 0.01 -0.40 0.338
H 5.502766 -1.557048 2.455650 0.15 0.10 0.13 0.298
C -1.485095 2.623499 3.163551 0.13 -0.92 0.89 -0.111
O -1.438971 2.364310 4.606614 0.02 0.81 -1.28 -0.598
H -1.736856 3.670595 3.031995 0.13 0.09 0.06 0.195
H -0.524928 2.370106 2.664443 -0.37 0.30 0.34 -0.034
H -2.267695 2.013959 2.703575 0.00 0.10 -0.06 0.266
H -1.172647 1.454902 4.723109 0.21 -0.42 0.04 0.314
C -0.492436 4.938537 0.111423 -0.24 -0.47 0.57 -0.683
O 0.020430 3.673805 -0.311287 -0.06 -0.13 -0.17 -0.224
H -1.310868 4.791839 0.873846 0.60 0.29 -0.90 0.153
H 0.301438 5.530745 0.576122 -0.10 0.10 -0.10 0.306
H -0.847883 5.441157 -0.804513 -0.02 -0.15 0.59 0.275
H 0.541935 3.232047 0.376903 0.01 0.39 0.15 0.114
C -3.375364 2.583426 -0.090405 0.36 -0.58 0.16 -0.212
O -3.709505 1.336794 0.583334 0.40 1.10 -0.89 -0.561
H -3.768618 3.408407 0.504528 -0.03 -0.13 -0.01 0.380
H -2.284525 2.711902 -0.210976 -0.27 -0.11 0.33 -0.186
H -3.765414 2.663725 -1.117032 -0.33 -0.24 0.30 0.319
H -3.390128 0.636997 -0.011759 -0.13 -0.12 0.15 0.285
C -0.609202 -3.001581 2.791190 0.04 -0.71 0.79 -0.775
O 0.448815 -3.061497 1.847959 0.16 -0.20 -0.81 -0.377
H -1.058036 -2.005495 2.776197 0.13 -0.20 -0.05 0.242
H -1.376098 -3.778184 2.604583 0.22 0.51 -0.05 0.334
H -0.147936 -3.210390 3.770090 -0.55 0.29 0.01 0.308
H 0.691341 -3.992070 1.731949 0.00 0.38 0.01 0.212
C 2.292040 -3.778631 -1.291010 0.15 0.23 0.42 0.178
O 2.563557 -4.954136 -2.064753 0.53 0.94 -0.14 -0.552
H 1.278697 -3.396740 -1.461497 0.17 -0.19 -0.19 -0.249
H 2.379167 -4.029923 -0.225093 -0.04 0.10 -0.12 -0.083
H 3.010030 -2.955148 -1.495903 -0.44 -0.45 0.02 0.278
H 3.421621 -4.749088 -2.466877 -0.41 -0.57 -0.04 0.351
C 2.332107 0.941315 -2.496798 -0.65 -0.32 0.84 -0.176
O 3.020145 0.151286 -1.499243 0.00 0.62 -0.48 -0.620
H 1.790522 0.272265 -3.157092 -0.10 -0.09 -0.34 0.065
H 1.571611 1.612835 -2.045717 0.50 -0.21 -0.14 -0.023
H 3.005733 1.547508 -3.103891 0.26 -0.21 0.38 0.365
H 2.350415 -0.368050 -1.022479 -0.09 0.16 -0.15 0.068
C -4.817635 -0.717557 -1.566953 -0.27 -0.39 -0.41 -0.871
O -3.438518 -0.822282 -1.282617 0.38 0.01 0.85 -0.337
H -5.126042 -1.549878 -2.225724 -0.15 0.24 0.30 0.340
H -5.422053 -0.718573 -0.639029 0.63 -0.20 -0.40 0.276
H -5.037371 0.214565 -2.074676 -0.13 0.31 -0.21 0.283
H -2.869764 -0.809199 -2.079399 -0.57 0.08 -0.03 0.308
C -1.276268 2.943589 -3.207413 0.03 -0.23 1.21 -0.249
O 0.023980 3.502161 -3.089058 0.10 0.01 -0.79 -0.583
H -1.966858 3.546341 -2.610306 -0.29 -0.02 -0.20 0.145
H -1.656007 2.876822 -4.236239 0.60 0.30 0.16 0.338
H -1.307011 1.928187 -2.770711 -0.02 0.15 -0.23 -0.007
H 0.248761 3.632925 -2.148864 -0.44 -0.27 -0.20 0.347
C 1.920074 -0.075662 3.725885 -1.07 -0.99 0.51 -0.085
O 1.212536 0.510429 4.842641 0.52 0.25 -0.83 -0.547
H 2.994658 -0.059563 3.857495 0.27 0.14 0.03 0.416
H 1.597092 -1.127581 3.705741 0.28 0.26 0.06 0.073
H 1.619689 0.332177 2.762590 0.08 0.39 0.01 -0.120
H 1.444407 1.448579 4.840820 -0.23 -0.14 0.20 0.279
C -0.748124 -1.221324 -3.960129 0.17 0.32 -0.43 -0.289
O -2.077171 -0.784458 -3.627675 0.28 -0.26 0.16 -0.493
H -0.722051 -2.184388 -4.502700 -0.18 0.39 0.32 0.370
H -0.235060 -0.453346 -4.560579 -0.22 -0.24 0.04 0.332
H -0.182416 -1.302473 -3.028874 -0.29 -0.13 0.00 -0.163
H -2.658155 -0.714974 -4.390787 0.33 -0.08 -0.18 0.214
C -0.269819 -0.091182 0.179856 -0.67 0.09 0.32 0.427
O 0.693541 -1.026625 -0.211085 0.64 -1.19 -0.18 0.894
H -0.089543 0.797038 -0.423918 -0.31 0.14 0.07 -0.471
H -1.301686 -0.480009 0.036823 0.49 0.37 -0.03 0.050
H -0.131898 0.145141 1.238174 -0.18 0.29 0.04 -0.094
H 0.618066 -1.808261 0.374541 0.09 0.31 -0.18 -0.358
C -1.611881 -3.781959 -1.130965 -1.02 1.45 -0.48 -0.027
O -2.991029 -4.208948 -1.096924 0.62 -0.66 0.27 -0.588
H -0.978170 -4.193215 -0.338807 -0.63 -0.53 -0.17 0.197
H -1.160675 -3.938792 -2.119712 0.02 -0.23 0.24 0.283
H -1.634999 -2.700259 -0.942716 0.36 -0.04 -0.10 -0.151
H -3.545138 -3.677032 -1.688476 0.67 0.05 0.28 0.285
```
Forces are in eV/Å.